Record 1
Computed, not measured: a cluster of 3 separate species, C6H13NO in total in a non-equilibrium geometry, with wB97M-V/def2-TZVPD.

Calculated values
Lowest unoccupied orbital energy (spin up / spin down) = 0.021 / 0.021 hartree
HOMO (spin up / spin down) = -7.09 / -7.37 eV
Frontier orbital gap (spin up / spin down) = 7.678 / 7.938 eV
ΔE to the lowest compared entry with this formula, charge and spin = 696.65 kJ/mol

Geometry as ORCA input:
```
! wB97M-V def2-TZVPD RIJCOSX def2/J DEFGRID3
* xyz 0 1
C -0.0565 -1.0083 0.0941
C -1.0571 0.6732 -1.2684
C -0.3838 -2.1487 -2.0385
C 2.0192 1.4216 1.0568
N 0.0880 -0.1058 -0.8075
C 0.6034 1.0361 1.2234
C -0.3102 1.4274 2.0833
O -1.2167 -1.3134 0.7042
H -1.0612 -1.9532 1.4092
H 0.8208 -1.5593 0.4125
H -0.8321 1.7227 -1.0828
H -1.1394 0.5279 -2.3454
H -2.0033 0.4157 -0.7919
H -1.4663 -2.1692 -2.0631
H 0.0944 -3.0362 -1.6381
H 0.1122 -1.7068 -2.8918
H 2.1762 1.9102 0.0915
H 2.3545 2.1062 1.8511
H 2.6760 0.5459 1.0696
H -1.3286 1.0484 2.0677
H -0.0895 2.1656 2.8641
*
```

Record 2
Computed, not measured: a structure of composition C4H5IN3O2 in a non-equilibrium geometry, with wB97M-V/def2-TZVPD.

Calculated values
Lowest unoccupied orbital energy (spin up / spin down) = -0.210 / -0.210 hartree
HOMO (spin up / spin down) = -13.54 / -13.54 eV
Frontier orbital gap (spin up / spin down) = 7.815 / 7.815 eV
ΔE to the lowest compared entry with this formula, charge and spin = 358.87 kJ/mol

Geometry as ORCA input:
```
! wB97M-V def2-TZVPD RIJCOSX def2/J DEFGRID3
* xyz 1 1
C -1.2393 -0.4525 -0.0544
C -0.5664 0.8037 -0.0001
C 0.8209 -1.2705 -0.1936
C -1.1952 2.1396 0.0372
N 0.7059 0.6472 -0.0914
N -0.4745 -1.4932 -0.2186
N 2.0220 -1.9527 0.0019
O 2.9599 -1.2688 0.2617
O 1.8773 -3.1359 -0.0206
I 2.3277 1.7534 0.1030
H -2.3387 -0.6802 0.0443
H -1.5393 2.4824 1.1487
H -0.5479 2.8338 -0.2400
H -2.1594 2.1017 -0.5796
H -0.6530 -2.5079 -0.1986
*
```

Record 3
Computed, not measured: a structure of composition CH4N3OS in a non-equilibrium geometry, with wB97M-V/def2-TZVPD.

Calculated values
Lowest unoccupied orbital energy (spin up / spin down) = -0.139 / -0.328 hartree
Expectation value of S² = 2.01
HOMO (spin up / spin down) = -12.46 / -15.73 eV
Frontier orbital gap (spin up / spin down) = 8.681 / 6.806 eV
ΔE to the lowest compared entry with this formula, charge and spin = 196.62 kJ/mol

Geometry as ORCA input:
```
! wB97M-V def2-TZVPD RIJCOSX def2/J DEFGRID3
* xyz 1 3
C -1.4005 1.5082 -0.0697
N -1.9808 0.4790 -0.1145
N 1.8911 0.6377 -0.9037
N 0.4900 -0.4228 0.7250
O -0.4155 2.0819 0.1908
S 1.4064 0.8173 0.4855
H -3.0272 0.2853 -0.3286
H 2.4879 1.1680 -1.3946
H -0.0436 -0.5372 1.5579
H 0.3594 -1.0692 -0.0672
*
```

Record 4
Computed, not measured: the molecule C7H8O in a non-equilibrium geometry, with wB97M-V/def2-TZVPD.

Calculated values
Lowest unoccupied orbital energy = 0.003 hartree
HOMO = -8.61 eV
Frontier orbital gap = 8.694 eV
ΔE to the lowest compared entry with this formula, charge and spin = 585.02 kJ/mol
SMILES = C#CC(=C)OC(=C)C

Geometry as ORCA input:
```
! wB97M-V def2-TZVPD RIJCOSX def2/J DEFGRID3
* xyz 0 1
C -2.5278 -1.0648 0.9950
C -1.8497 -0.3949 0.1328
C -1.0628 0.0434 -0.9164
C -1.4482 0.2343 -2.2598
O 0.4544 0.0118 -0.9213
C 1.0112 0.3222 0.2372
C 0.7341 1.3462 1.0625
C 2.1079 -0.6378 0.6182
H -2.8747 -1.8607 1.7709
H -0.5453 0.2130 -2.9819
H -2.4349 0.4885 -2.4949
H -0.0838 2.1646 0.8775
H 1.6435 1.6784 1.7941
H 2.7377 -0.4289 -0.2048
H 2.4487 -0.3825 1.6149
H 1.6897 -1.7327 0.6761
*
```

Record 5
Computed, not measured: a structure of composition C29H91B3BrNO20 in a non-equilibrium geometry, with wB97M-V/def2-TZVPD.

Calculated values
Lowest unoccupied orbital energy = 0.008 hartree
HOMO = -9.78 eV
Frontier orbital gap = 10.005 eV

Geometry as ORCA input:
```
! wB97M-V def2-TZVPD RIJCOSX def2/J DEFGRID3
* xyz 0 1
C -3.0002 -0.9379 5.6014
C -2.0442 -1.8000 6.3861
C -1.2091 -1.0080 7.3719
C 0.2649 -1.1341 7.1535
C 0.8240 -0.0804 6.2166
C 2.2000 -0.4905 5.7522
C 2.2802 -1.0681 4.3661
C 1.1975 -2.0641 3.9853
C 0.7158 -1.7925 2.5991
C -0.1897 -0.5873 2.5248
C 0.3346 0.3961 1.4688
B -0.1004 1.8057 1.8903
O 0.9045 2.6977 2.0956
B 0.6979 3.3086 3.2810
N 1.6317 3.3293 4.3022
O -0.5395 3.8803 3.4360
B -1.4658 2.9323 3.2636
C -2.5091 2.7427 4.4227
C -3.9414 2.7101 4.0445
O -4.6746 3.2047 4.6317
Br -4.5758 1.7723 2.4747
O -1.3955 2.1989 2.1276
H -3.0263 0.0370 6.0048
H -2.6694 -0.9060 4.6001
H -3.9709 -1.3425 5.5848
H -1.4216 -2.3410 5.7403
H -2.5735 -2.5201 6.9388
H -1.4663 0.0233 7.3804
H -1.4161 -1.3756 8.3376
H 0.7747 -1.0090 8.0796
H 0.5349 -2.0794 6.7569
H 0.8340 0.8205 6.7784
H 0.1262 0.0382 5.4186
H 2.7914 0.3895 5.7396
H 2.6228 -1.1196 6.4943
H 2.3609 -0.3133 3.6367
H 3.1925 -1.5936 4.3175
H 1.6336 -3.0245 3.9521
H 0.4045 -2.1139 4.6810
H 0.2076 -2.6532 2.2717
H 1.5316 -1.6544 1.9640
H -0.1984 -0.0633 3.4434
H -1.1708 -0.8618 2.2387
H 1.3896 0.3853 1.5208
H -0.0284 0.1413 0.5023
H 2.0111 2.4254 4.5313
H 1.2323 3.7180 5.1393
H -2.4388 3.5835 5.0415
H -2.2725 1.8688 4.9671
C -2.1212 4.1647 -0.0282
O -2.9058 3.1994 -0.7349
H -2.0117 5.0357 -0.6688
H -2.6219 4.4577 0.8990
H -1.1344 3.7662 0.2073
H -3.0009 2.4340 -0.1622
C -3.1027 1.4060 -4.1402
O -2.0857 2.3131 -3.6987
H -3.0860 1.3816 -5.2253
H -2.9386 0.3978 -3.7542
H -4.0785 1.7681 -3.8019
H -2.1186 2.3259 -2.7363
C -4.4991 -2.3622 -4.6426
O -3.3153 -2.2752 -3.8569
H -5.2606 -1.7356 -4.1874
H -4.3035 -2.0092 -5.6587
H -4.8626 -3.3917 -4.6820
H -2.6542 -2.8364 -4.2777
C -1.4307 -5.8904 -3.6094
O -1.4613 -5.4282 -4.9575
H -2.3371 -5.5548 -3.1102
H -1.3881 -6.9787 -3.5872
H -0.5609 -5.4791 -3.0949
H -0.6512 -5.7325 -5.3778
C 4.4077 -4.5456 5.9467
O 4.2851 -4.0174 4.6273
H 3.4233 -4.5266 6.4041
H 4.7677 -5.5768 5.9192
H 5.0918 -3.9386 6.5459
H 5.1575 -4.0358 4.2251
C 1.5665 3.1282 -4.4927
O 1.2064 2.2332 -3.4418
H 2.6319 3.0279 -4.6748
H 1.0240 2.8815 -5.4074
H 1.3488 4.1601 -4.2034
H 0.2601 2.3346 -3.2932
C -5.8537 5.0468 -1.7581
O -4.6687 5.2160 -2.5370
H -6.3489 6.0104 -1.6892
H -6.5284 4.3278 -2.2289
H -5.5938 4.7000 -0.7538
H -4.2352 4.3563 -2.5872
C 4.2760 5.3708 -5.8739
O 3.8654 4.5892 -6.9944
H 4.7260 4.7070 -5.1426
H 5.0124 6.1213 -6.1724
H 3.4122 5.8669 -5.4238
H 3.4672 5.1838 -7.6353
C 2.1739 -5.8300 -7.4307
O 0.9495 -5.1902 -7.0417
H 2.4081 -6.5968 -6.7009
H 2.0603 -6.2899 -8.4145
H 2.9827 -5.0986 -7.4568
H 0.7583 -4.5149 -7.6989
C -3.3908 7.7481 0.8606
O -4.0753 7.7062 -0.3868
H -3.5158 8.7425 1.2774
H -3.8083 7.0151 1.5583
H -2.3229 7.5509 0.7256
H -3.9622 6.8208 -0.7519
C -4.4254 6.1078 -5.7819
O -3.4450 7.0390 -5.3388
H -4.4107 6.0859 -6.8682
H -4.1976 5.1108 -5.3979
H -5.4178 6.4159 -5.4432
H -3.4768 7.0428 -4.3767
C 2.8366 -3.7666 0.0263
O 1.4581 -3.5906 0.3883
H 3.2921 -4.4338 0.7520
H 2.9284 -4.2025 -0.9677
H 3.3506 -2.8018 0.0507
H 1.0645 -2.9926 -0.2541
C 5.9538 -4.7627 -2.0038
O 5.0336 -5.6732 -2.6042
H 5.5820 -3.7524 -2.1460
H 6.0403 -4.9650 -0.9326
H 6.9388 -4.8445 -2.4692
H 5.3733 -6.5624 -2.4717
C -0.8008 -6.1470 2.3204
O 0.6013 -5.9187 2.3445
H -1.0172 -6.9733 2.9916
H -1.3458 -5.2608 2.6623
H -1.1356 -6.4114 1.3130
H 0.7831 -5.1849 1.7470
C 3.3243 -2.5809 -5.5174
O 2.8014 -3.8018 -5.0019
H 4.2611 -2.3756 -5.0093
H 3.5130 -2.6622 -6.5939
H 2.6330 -1.7542 -5.3356
H 1.9709 -3.9747 -5.4585
C 3.9281 1.9788 0.4701
O 3.4982 1.2005 -0.6482
H 4.5615 1.3540 1.0944
H 4.5045 2.8450 0.1331
H 3.0745 2.3182 1.0584
H 2.9378 1.7588 -1.2002
*
```

Record 6
Computed, not measured: a structure of composition C18H13InO5P in a non-equilibrium geometry, with wB97M-V/def2-TZVPD.

Calculated values
Lowest unoccupied orbital energy = -0.464 hartree
HOMO = -18.17 eV
Frontier orbital gap = 5.543 eV

Geometry as ORCA input:
```
! wB97M-V def2-TZVPD RIJCOSX def2/J DEFGRID3
* xyz 3 1
O 0.0319 3.7319 -0.0187
C 0.1222 2.5999 -0.0887
In 0.1055 -0.0122 0.0651
O -0.0241 0.0012 -3.6611
C -0.0065 0.0261 -2.5255
C 0.0078 -2.5245 -0.1615
O -0.0151 -3.6585 -0.0215
C -2.4255 0.1110 -0.0585
O -3.5648 0.0484 -0.0614
C 2.6192 0.0066 -0.1709
O 3.7507 -0.0006 -0.0097
C 1.8909 0.6225 3.1987
P 0.2444 0.1457 2.6164
C -0.0904 -1.4580 3.4203
C 0.9097 -2.1742 4.0983
C 0.6897 -3.5045 4.4584
C -0.5255 -4.1265 4.1647
C -1.5327 -3.4093 3.5113
C -1.3281 -2.0778 3.1552
C -0.8052 1.3792 3.4766
C -1.6983 2.1525 2.7165
C -2.3002 3.2820 3.2753
C -2.0514 3.6187 4.6074
C -1.2309 2.8054 5.3944
C -0.6187 1.6801 4.8388
H 2.6512 -0.0656 2.8033
H 1.8968 0.5956 4.3012
H 2.0977 1.6509 2.8653
H 1.8494 -1.6766 4.3481
H 1.4785 -4.0536 4.9705
H -0.6933 -5.1639 4.4576
H -2.4865 -3.8873 3.2870
H -2.1240 -1.5057 2.6599
H -1.9107 1.8597 1.6790
H -2.9611 3.9081 2.6716
H -2.5153 4.5052 5.0411
H -1.0595 3.0482 6.4449
H 0.0297 1.0452 5.4467
*
```

no.,molar mass (g mol⁻¹),calculated total energy (eV)
1,115.18,-9963.954
2,254.01,-20880.525
3,106.13,-18441.818
4,108.14,-9430.179
5,886.37,-146060.150
6,455.09,-43544.638